No. 1
Density functional theory data (ωB97M-V/def2-TZVPD) for C4H12AlF3O2 as an isolated structure in a non-equilibrium geometry.

```
22
C4H12AlF3O2 ωB97M-V/def2-TZVPD
Al 23.6939 -5.0176 25.3329
F 22.0857 -7.2378 26.4596
F 24.2334 -7.3676 23.5848
F 26.3931 -3.9031 25.8076
C 25.8852 -7.8563 29.1783
C 25.5273 -7.7159 27.6938
O 25.5479 -6.3823 27.2125
H 25.1218 -7.3814 29.7946
H 26.7618 -7.2865 29.4863
H 26.1584 -8.8252 29.5963
H 24.5256 -8.1061 27.5139
H 26.1815 -8.3878 27.1381
H 26.2703 -5.8676 27.5797
C 24.7033 -3.7867 21.0949
C 25.8800 -3.8388 22.0401
O 25.4094 -3.6521 23.2975
H 24.0343 -2.9276 21.1460
H 24.0856 -4.6773 21.2108
H 24.9990 -3.6618 20.0533
H 26.5502 -2.9924 21.8901
H 26.5362 -4.7043 21.9485
H 26.1507 -3.4574 23.8756
```

net charge: -1
spin multiplicity: 2
lowest unoccupied orbital energy (spin up / spin down): 3.1748 / -0.6222 eV
Kohn-Sham gap (spin up / spin down): 0.3478 / 0.1683 Eh
HOMO level (spin up / spin down): -6.29 / -5.20 eV


No. 2
Density functional theory data (ωB97M-V/def2-TZVPD) for a 2-piece molecular cluster, C4H9BO7 overall.

```
21
C4H9BO7 ωB97M-V/def2-TZVPD
C 0.7169 -1.0022 -0.0903
B 1.4527 0.3283 -0.4343
O 2.7632 0.5176 -0.0951
O 0.8733 1.3780 -1.2067
C -0.2977 1.9290 -0.9075
O -0.9372 2.5890 -1.6684
O -0.6265 1.7546 0.4016
C -2.0156 1.5751 0.6910
C -2.6835 0.3840 0.0209
O -3.0308 -0.5691 0.6690
O -2.8968 0.4793 -1.2951
H -0.1084 -0.8346 0.6045
H 1.3937 -1.7116 0.3803
H 0.2850 -1.4422 -0.9935
H 2.9391 1.4217 0.1985
H -2.0652 1.3571 1.7530
H -2.5737 2.4938 0.5027
H -3.5673 -0.1885 -1.5168
O 3.1944 -3.2030 0.8979
H 4.0494 -3.3643 0.4866
H 3.1287 -3.8650 1.5935
```

net charge: 0
lowest unoccupied orbital energy: 0.4596 eV
Kohn-Sham gap: 0.4144 Eh
HOMO level: -10.82 eV


No. 3
Density functional theory data (ωB97M-V/def2-TZVPD) for one molecule with the formula C3H5N3.

```
11
C3H5N3 ωB97M-V/def2-TZVPD
N -1.8312 -0.4004 -0.2387
C -0.4887 0.0130 -0.1202
C 0.0836 1.2708 0.1985
N 1.4074 1.1876 0.3049
N 1.6952 -0.0739 -0.0006
C 0.5944 -0.8188 -0.2866
H -2.4609 0.1554 0.3267
H -1.8944 -1.3547 0.0983
H -0.3827 2.2462 0.2716
H 2.6239 -0.4202 0.1721
H 0.6534 -1.8049 -0.7259
```

net charge: 0
lowest unoccupied orbital energy: 1.0654 eV
Kohn-Sham gap: 0.3402 Eh
HOMO level: -8.19 eV


No. 4
Density functional theory data (ωB97M-V/def2-TZVPD) for C35H46As3ClPPbSe as an isolated structure.

```
88
C35H46As3ClPPbSe ωB97M-V/def2-TZVPD
Pb -0.1087 0.0330 -0.7137
Cl 2.2076 -0.0577 2.6654
C 3.2944 -1.0836 1.7848
C 4.6536 -0.9836 2.0220
C 5.5147 -1.8628 1.3845
C 5.0145 -2.8410 0.5394
C 3.6509 -2.9327 0.3064
C 2.7671 -2.0371 0.9065
P 0.9513 -2.1470 0.6984
C 0.4246 -3.0602 2.1770
C -0.9429 -3.2847 2.3330
C -1.4068 -4.0476 3.3929
C -0.5084 -4.5681 4.3145
C 0.8498 -4.3163 4.1796
C 1.3225 -3.5658 3.1129
C 0.7825 -3.3052 -0.7020
C 1.3435 -2.8999 -1.9195
C 1.2404 -3.7013 -3.0427
C 0.5690 -4.9158 -2.9639
C -0.0046 -5.3112 -1.7666
C 0.0934 -4.5088 -0.6361
H 5.0314 -0.2452 2.7167
H 6.5800 -1.7916 1.5630
H 5.6849 -3.5443 0.0626
H 3.2739 -3.7076 -0.3460
H -1.6442 -2.8660 1.6198
H -2.4685 -4.2339 3.4962
H -0.8688 -5.1661 5.1419
H 1.5462 -4.7099 4.9090
H 2.3846 -3.3806 3.0169
H 1.8873 -1.9617 -1.9825
H 1.6855 -3.3832 -3.9768
H 0.4969 -5.5501 -3.8379
H -0.5368 -6.2529 -1.7073
H -0.3638 -4.8307 0.2895
C 2.7238 4.5605 1.0025
As 1.7064 3.0564 0.2552
C 3.1506 2.4145 -0.9078
C 0.7073 3.9509 -1.1841
C -0.6484 4.5697 -0.8309
C -0.4723 5.5256 0.3582
C -1.7683 3.5630 -0.5001
As -1.6487 2.0156 0.7224
C -3.5773 1.7530 0.8252
C -1.3071 2.6667 2.5268
C -1.1579 5.3893 -2.0327
As -1.3169 4.7087 -3.9033
C -1.5484 2.7537 -3.7592
C 0.5781 4.6675 -4.4318
H 3.0075 5.2602 0.2160
H 3.6275 4.1617 1.4621
H 2.1585 5.0892 1.7666
H 3.4706 3.2124 -1.5785
H 2.8292 1.5617 -1.5058
H 4.0007 2.1057 -0.2999
H 0.5826 3.2010 -1.9679
H 1.3524 4.7330 -1.5941
H -0.1757 4.9762 1.2550
H -1.4034 6.0544 0.5753
H 0.2970 6.2707 0.1457
H -2.1150 3.0917 -1.4220
H -2.6135 4.1352 -0.1132
H -4.0789 2.7187 0.8503
H -3.8335 1.2026 1.7282
H -3.9201 1.1922 -0.0434
H -1.8165 3.6139 2.6980
H -0.2373 2.7816 2.6832
H -1.6890 1.9215 3.2236
H -0.5296 6.2778 -2.1510
H -2.1589 5.7640 -1.8021
H -2.5596 2.4959 -3.4430
H -0.8274 2.2578 -3.1057
H -1.4124 2.3635 -4.7685
H 1.0566 5.6146 -4.1815
H 0.6206 4.5500 -5.5144
H 1.1368 3.8512 -3.9748
Se -2.3188 -1.0986 -1.6806
C -3.1058 -2.3728 -0.4649
C -3.6331 -1.9758 0.7591
C -4.2643 -2.9031 1.5787
C -4.3710 -4.2277 1.1788
C -3.8450 -4.6218 -0.0442
C -3.2153 -3.6982 -0.8690
H -3.5477 -0.9478 1.0718
H -4.6714 -2.5865 2.5316
H -4.8746 -4.9480 1.8108
H -3.9309 -5.6535 -0.3625
H -2.8090 -3.9985 -1.8261
```

net charge: +1
lowest unoccupied orbital energy: -2.9335 eV
Kohn-Sham gap: 0.2720 Eh
HOMO level: -10.33 eV


No. 5
Density functional theory data (ωB97M-V/def2-TZVPD) for C2H9N3O as an isolated structure in a non-equilibrium geometry.

```
15
C2H9N3O ωB97M-V/def2-TZVPD
C -0.2761 -0.3230 0.3361
C 2.1940 -0.4907 1.2431
N 0.2344 0.4647 -0.7100
N -1.2561 1.0391 -0.7053
N -2.3655 0.5482 -1.3917
O 1.2021 -1.1358 0.4979
H 0.3340 -0.1018 -1.5504
H -1.3792 1.8853 -0.1639
H -2.1504 0.4061 -2.3740
H -2.6974 -0.3273 -0.9951
H -0.3994 0.1848 1.2948
H -0.8740 -1.2168 0.1412
H 3.1862 -0.8137 0.9089
H 2.0881 -0.7259 2.3134
H 2.1591 0.6069 1.1551
```

net charge: 0
lowest unoccupied orbital energy: 0.9114 eV
Kohn-Sham gap: 0.3480 Eh
HOMO level: -8.56 eV


No. 6
Density functional theory data (ωB97M-V/def2-TZVPD) for C32H26BrIN3PRh as an isolated structure.

```
65
C32H26BrIN3PRh ωB97M-V/def2-TZVPD
Rh -0.1889 0.4623 0.7722
I -0.5822 -1.8374 -0.5547
C -2.0637 -2.8895 0.5723
C -1.8357 -4.2564 0.4653
C -2.7326 -5.1725 0.9874
C -3.8896 -4.7042 1.5910
C -4.1424 -3.3295 1.7066
C -5.3603 -2.9425 2.3003
C -5.6877 -1.6074 2.4651
C -4.7741 -0.6550 2.0658
C -3.5259 -0.9792 1.4943
P -2.5182 0.5601 1.2351
C -3.4624 1.3792 -0.0825
C -3.0147 1.1987 -1.3957
C -3.7243 1.7388 -2.4545
C -4.8813 2.4677 -2.2110
C -5.3165 2.6698 -0.9073
C -4.6174 2.1263 0.1583
C -2.7015 1.4451 2.7982
C -2.8406 2.8321 2.8386
C -2.8723 3.4833 4.0631
C -2.7453 2.7612 5.2419
C -2.5944 1.3791 5.2037
C -2.5712 0.7194 3.9894
C -3.2001 -2.3445 1.2360
H -0.9546 -4.6195 -0.0476
H -2.5356 -6.2324 0.8963
H -4.6192 -5.4012 1.9861
H -6.0551 -3.7147 2.6107
H -6.6267 -1.3065 2.9092
H -5.0227 0.3833 2.2284
H -2.1074 0.6424 -1.5942
H -3.3750 1.5946 -3.4682
H -5.4444 2.8809 -3.0371
H -6.2063 3.2550 -0.7169
H -4.9760 2.3102 1.1629
H -2.9295 3.3996 1.9199
H -3.0020 4.5567 4.0994
H -2.7692 3.2745 6.1938
H -2.4998 0.8210 6.1260
H -2.4826 -0.3606 3.9590
N 2.7025 1.4919 1.7959
C 2.2179 0.6527 2.7439
C 2.8571 0.5225 3.9903
C 2.3438 -0.3369 4.9262
C 1.2010 -1.0883 4.6258
C 0.6141 -0.9058 3.4049
N 1.0850 -0.0376 2.4859
H 3.5907 1.9400 1.9442
H 2.4041 1.3876 0.8448
H 3.7550 1.0965 4.1751
H 2.8304 -0.4468 5.8861
H 0.7945 -1.8017 5.3274
H -0.2550 -1.4846 3.1150
Br 0.9939 3.1511 -4.3940
C 0.6980 3.3029 -2.5399
C 0.6547 4.5424 -1.9137
C 0.4213 4.5899 -0.5470
C 0.2331 3.4104 0.1469
N 0.2864 2.2187 -0.4655
C 0.5206 2.1573 -1.7804
H 0.8029 5.4485 -2.4861
H 0.3915 5.5335 -0.0206
H 0.0406 3.4138 1.2135
H 0.5774 1.1797 -2.2416
```

net charge: +3
spin multiplicity: 5
lowest unoccupied orbital energy (spin up / spin down): -9.4154 / -12.3616 eV
Kohn-Sham gap (spin up / spin down): 0.2552 / 0.1474 Eh
HOMO level (spin up / spin down): -16.36 / -16.37 eV


No. 7
Density functional theory data (ωB97M-V/def2-TZVPD) for C31H24CoN3O8P as an isolated structure in a non-equilibrium geometry.

```
68
C31H24CoN3O8P ωB97M-V/def2-TZVPD
Co -1.0999 0.7020 0.2784
N -2.9457 -0.3209 1.1331
C -2.8473 -1.7405 0.8406
C -1.5661 -2.0515 0.0052
O -1.4472 -3.1623 -0.4828
O -0.6924 -1.1233 -0.0376
H -3.1753 -0.1328 2.1007
H -3.6177 0.1839 0.5481
H -3.7209 -2.1369 0.3075
H -2.7152 -2.3160 1.7642
O -3.7199 6.4204 1.2874
C -3.4638 5.2851 0.8719
C -4.4364 4.2453 0.4835
O -5.6574 4.3814 0.3633
C -3.6706 2.9771 0.2655
C -2.2640 3.2723 0.4219
O -1.2947 2.4326 0.3835
C -2.0907 4.7005 0.7102
O -1.0284 5.3100 0.8153
O -4.1731 1.8696 0.0062
C 4.5147 -4.1028 3.5467
C 4.9204 -3.3715 2.4440
C 4.0102 -2.6104 1.7283
C 2.6731 -2.5569 2.1122
C 2.2773 -3.3312 3.2047
C 3.1807 -4.0823 3.9252
P 1.2436 -1.7897 1.1922
C 2.1417 -1.0611 -0.2276
C 2.4704 0.2841 -0.3315
C 3.1017 0.7573 -1.4687
C 3.4011 -0.0963 -2.5166
C 3.0646 -1.4365 -2.4216
C 2.4356 -1.9126 -1.2875
C 0.9545 -0.2835 2.2204
C 1.7917 -0.0462 3.3090
C 1.5449 0.9810 4.1986
C 0.4193 1.7648 4.0307
C -0.4004 1.5499 2.9347
C -0.1413 0.5677 1.9734
H 5.2298 -4.6970 4.1000
H 5.9613 -3.3897 2.1438
H 4.3445 -2.0404 0.8718
H 1.2314 -3.3194 3.4848
H 2.8495 -4.6598 4.7784
H 2.2334 0.9670 0.4722
H 3.3580 1.8049 -1.5382
H 3.8739 0.2834 -3.4128
H 3.2826 -2.1104 -3.2387
H 2.1364 -2.9491 -1.2170
H 2.6625 -0.6672 3.4629
H 2.2225 1.1520 5.0270
H 0.1962 2.5637 4.7280
H -1.2766 2.1776 2.8259
N -2.6077 -0.1887 -6.5562
C -1.4882 0.3710 -5.9128
O -0.5205 0.7079 -6.6081
C -1.5455 0.4584 -4.4804
C -2.5681 -0.0989 -3.6699
C -2.5309 0.0653 -2.3140
N -1.5768 0.7515 -1.6594
C -0.5870 1.2795 -2.4187
C -0.5308 1.1546 -3.7753
H -2.5844 -0.0453 -7.5556
H -3.5047 0.0052 -6.1412
H -3.3688 -0.6771 -4.1081
H -3.3136 -0.3554 -1.7007
H 0.1734 1.8349 -1.8805
H 0.2716 1.6046 -4.3396
```

net charge: -2
spin multiplicity: 4
lowest unoccupied orbital energy (spin up / spin down): 4.0678 / 4.0684 eV
Kohn-Sham gap (spin up / spin down): 0.1578 / 0.2322 Eh
HOMO level (spin up / spin down): -0.23 / -2.25 eV


No. 8
Density functional theory data (ωB97M-V/def2-TZVPD) for C4H9NO as an isolated structure in a non-equilibrium geometry.

```
15
C4H9NO ωB97M-V/def2-TZVPD
C -0.3238 1.1690 1.3796
C 0.5947 0.0702 -0.5254
C 1.6818 -0.7654 0.0909
N -0.4823 -0.6754 -0.9483
C -1.6329 -0.1132 -1.5069
O -1.8047 1.0774 -1.6887
H 0.4174 1.7645 1.9241
H -0.5141 0.2016 1.8482
H -1.2253 1.7179 1.1043
H 0.2772 1.0778 0.0825
H 2.2566 -1.2166 -0.7352
H 1.3365 -1.6005 0.7338
H 2.3747 -0.1441 0.6702
H -0.5637 -1.6684 -0.6957
H -2.3920 -0.8946 -1.7333
```

net charge: 0
lowest unoccupied orbital energy: 0.3741 eV
Kohn-Sham gap: 0.2931 Eh
HOMO level: -7.60 eV


No. 9
Density functional theory data (ωB97M-V/def2-TZVPD) for C4H27NO10 as an isolated structure in a non-equilibrium geometry.

```
42
C4H27NO10 ωB97M-V/def2-TZVPD
C 0.3301 -1.5470 -2.4023
C 0.5411 -0.4807 -1.3073
C 1.4945 -1.0332 -0.2358
C 2.0225 0.0497 0.6745
O 1.8370 1.2208 0.4764
N -0.7211 -0.1016 -0.7406
H 1.2424 -1.6354 -2.9961
H -0.4556 -1.2723 -3.0958
H 0.0623 -2.5133 -1.9840
H 1.0036 0.4059 -1.7203
H 2.3363 -1.5383 -0.7181
H 0.9681 -1.7830 0.3565
H 2.6668 -0.2750 1.5061
H -1.2841 0.4587 -1.3997
H -1.2660 -0.9199 -0.3837
H -0.8957 2.3799 -0.9784
H -0.6231 2.2654 -2.5220
O -0.1740 2.3205 -1.6586
H -1.8888 2.2576 0.8968
H -2.5723 1.4676 -0.2755
O -2.2366 2.3447 0.0060
H 3.3905 0.3926 -0.8766
H 4.7867 -0.1267 -1.3158
O 4.0280 -0.3661 -0.7490
H -0.5425 -2.7712 3.4662
H -1.0601 -1.3009 3.3907
O -1.2778 -2.2308 3.1223
H -1.4903 -2.2954 1.4669
H -1.8181 -3.1335 0.2041
O -1.5734 -2.2371 0.4797
H -0.6107 1.1059 0.6579
H -0.1428 2.3988 1.3852
O -0.8330 1.7044 1.3966
H 1.4832 1.9418 -1.3682
H 2.6439 2.6472 -0.6587
O 2.4470 1.8927 -1.2077
H -3.6989 -0.4437 -0.8431
H -2.4071 -0.9230 -0.2112
O -2.7988 -0.1828 -0.7177
H -1.4318 0.7042 4.3134
H -0.7638 0.8290 2.8645
O -0.7173 0.3233 3.7026
```

net charge: +1
spin multiplicity: 2
lowest unoccupied orbital energy (spin up / spin down): -3.5468 / -7.8385 eV
Kohn-Sham gap (spin up / spin down): 0.3473 / 0.1715 Eh
HOMO level (spin up / spin down): -13.00 / -12.51 eV


No. 10
Density functional theory data (ωB97M-V/def2-TZVPD) for one molecule with the formula C8H19ClNPS in a non-equilibrium geometry.

```
31
C8H19ClNPS ωB97M-V/def2-TZVPD
C -1.1322 0.8761 -2.3430
C 0.0443 1.5922 -1.6601
N 0.2594 1.3416 -0.2755
C -0.8666 1.7712 0.5924
C -1.0359 3.3238 0.5896
P 1.2908 -0.0045 0.3526
S 3.0185 -0.0106 -0.5644
Cl 1.7775 0.7286 2.0584
C 0.5992 -1.8826 0.6818
C 0.3187 -2.2814 -0.7818
C 1.7261 -2.5648 1.4234
C -0.6631 -1.7627 1.5129
H -0.8669 -0.1630 -2.4451
H -1.9742 1.1025 -1.7194
H -1.3886 1.2904 -3.3605
H 0.9292 1.3247 -2.2631
H -0.0929 2.6430 -1.6582
H -0.6329 1.4064 1.5927
H -1.8325 1.3958 0.1594
H -1.8026 3.3745 1.3618
H -0.0608 3.7668 0.8876
H -1.5171 3.4971 -0.3936
H 1.0230 -1.7096 -1.5825
H 0.4293 -3.3573 -0.8412
H -0.6876 -2.0278 -1.0366
H 1.8487 -3.5220 0.9183
H 1.4266 -2.7691 2.4948
H 2.6684 -2.0232 1.4075
H -0.3459 -1.4940 2.5099
H -1.3760 -1.0908 0.9061
H -1.0838 -2.7714 1.4758
```

net charge: 0
lowest unoccupied orbital energy: 0.6809 eV
Kohn-Sham gap: 0.3291 Eh
HOMO level: -8.28 eV


No. 11
Density functional theory data (ωB97M-V/def2-TZVPD) for a 2-piece molecular cluster, C4H8BrF overall in a non-equilibrium geometry.

```
14
C4H8BrF ωB97M-V/def2-TZVPD
C -0.8730 0.1468 0.7558
C 0.1272 1.0507 -1.3187
C 1.4524 -0.5902 0.1256
C 0.4680 0.5725 0.1635
F 0.9471 1.6369 0.8410
Br 3.2727 -0.1434 -0.0498
H -0.7688 -0.4390 1.7031
H -1.3357 -0.4889 -0.1027
H -1.5140 0.9649 0.7362
H -0.0217 2.2006 -1.3790
H 0.9565 0.7435 -1.9200
H -0.6569 0.4659 -1.7538
H 1.0701 -1.4979 -0.3977
H 1.2752 -1.8176 2.5578
```

net charge: 0
lowest unoccupied orbital energy (spin up / spin down): -0.4249 / -0.3377 eV
Kohn-Sham gap (spin up / spin down): 0.2991 / 0.3757 Eh
HOMO level (spin up / spin down): -8.56 / -10.56 eV


No. 12
Density functional theory data (ωB97M-V/def2-TZVPD) for one molecule with the formula C6H3IO in a non-equilibrium geometry.

```
11
C6H3IO ωB97M-V/def2-TZVPD
C -3.0637 0.4051 1.6500
C -1.9597 -0.0402 1.2533
C 0.0340 -0.8451 -0.0845
C 1.1221 -0.4377 -0.8193
C -0.8049 -0.2629 0.8133
C 1.6886 0.8502 -0.9383
O 1.5075 1.9920 -0.6706
I 3.7499 0.4082 -1.8319
H -4.0007 0.8675 1.7492
H -0.0095 -1.8296 0.2235
H 1.7363 -1.1074 -1.3447
```

net charge: 0
lowest unoccupied orbital energy (spin up / spin down): -2.5384 / -2.3626 eV
Kohn-Sham gap (spin up / spin down): 0.2197 / 0.2255 Eh
HOMO level (spin up / spin down): -8.52 / -8.50 eV